1.
ORCA calculation (ωB97M-V with the def2-TZVPD basis set) on a molecular structure, C15H28Cl24InN2O4P2.

The geometry in ORCA input format:
```
! wB97M-V def2-TZVPD RIJCOSX def2/J DEFGRID3
* xyz -1 1
C -4.43 -0.78 1.55
C -2.94 -0.83 1.68
O -2.33 -0.59 2.69
O -2.37 -1.16 0.52
C -1.02 -1.67 0.55
C -0.10 -0.86 -0.35
C 1.23 -0.43 0.29
C 1.13 0.24 1.66
C 1.17 1.77 1.64
In -0.60 2.82 0.84
P -1.81 4.33 2.51
N -2.54 5.60 1.85
P 0.15 4.13 -1.21
N 1.06 3.24 -2.14
O -1.14 4.68 -2.05
O 0.88 5.51 -0.79
H -4.86 -0.44 2.48
H -4.82 -1.75 1.24
H -4.69 -0.06 0.77
H -0.67 -1.71 1.58
H -1.09 -2.69 0.18
H 0.13 -1.49 -1.21
H -0.63 0.01 -0.73
H 1.92 -1.28 0.31
H 1.68 0.31 -0.39
H 0.25 -0.09 2.21
H 2.00 -0.09 2.25
H 2.03 2.09 1.05
H 1.32 2.10 2.67
H -1.81 1.69 0.26
H -2.73 3.51 3.22
H -0.92 4.73 3.55
H -3.53 5.59 2.06
H 2.00 3.61 -2.27
H -1.84 4.02 -1.98
H 1.17 5.99 -1.58
C 3.78 1.62 -4.54
Cl 2.94 0.30 -3.75
Cl 4.16 2.90 -3.39
Cl 5.26 1.04 -5.34
H 3.13 2.03 -5.30
C 5.48 2.58 3.19
Cl 5.29 1.46 1.86
Cl 4.46 4.00 3.00
Cl 5.18 1.78 4.74
H 6.51 2.92 3.20
C -8.53 0.03 1.73
Cl -9.11 -0.82 3.18
Cl -7.41 1.31 2.16
Cl -7.81 -1.11 0.60
H -9.39 0.48 1.25
C 6.37 -1.48 -1.06
Cl 7.43 -1.51 0.35
Cl 5.61 -3.06 -1.30
Cl 5.16 -0.22 -0.92
H 6.98 -1.27 -1.93
C -5.12 -5.11 2.02
Cl -6.30 -3.87 2.44
Cl -5.63 -6.02 0.60
Cl -3.53 -4.40 1.76
H -5.04 -5.80 2.85
C -3.78 -10.26 0.56
Cl -5.39 -10.63 1.20
Cl -3.42 -8.55 0.75
Cl -2.56 -11.26 1.34
H -3.78 -10.49 -0.49
C 5.70 6.58 -3.76
Cl 4.23 6.34 -2.83
Cl 6.21 8.28 -3.70
Cl 6.99 5.52 -3.20
H 5.49 6.34 -4.79
C 1.77 -3.92 -3.55
Cl 1.07 -5.23 -2.60
Cl 2.05 -2.50 -2.55
Cl 3.26 -4.45 -4.34
H 1.06 -3.65 -4.32
*
```

Kohn-Sham gap: 0.2080 Ha
DFT total energy: -351469.36793 eV
HOMO level: -0.149 Eh
LUMO level: 1.608 eV

---

2.
ORCA calculation (ωB97M-V with the def2-TZVPD basis set) on 2 unconnected molecules or ions with the total composition C15H28ClN2O2.

The geometry in ORCA input format:
```
! wB97M-V def2-TZVPD RIJCOSX def2/J DEFGRID3
* xyz 1 1
C -4.79 0.74 -2.25
C -5.20 1.72 -0.99
N -4.38 3.03 -0.96
N -3.28 2.74 -0.15
C -3.34 2.84 1.38
C -2.05 2.46 2.34
C -0.59 1.97 1.68
C 0.74 1.56 2.55
Cl 0.75 -0.33 2.67
C 0.55 2.08 4.13
C 1.68 1.45 5.15
C -0.58 1.94 0.00
C 0.72 1.56 -0.92
O 1.59 0.51 -0.37
C 1.66 -0.67 -1.24
C 1.86 -2.04 -0.29
C -1.98 2.33 -0.83
H -4.09 1.24 -3.05
H -5.81 0.37 -2.75
H -4.29 -0.22 -1.80
H -5.09 1.10 0.00
H -6.35 2.00 -1.09
H -4.07 3.14 -1.95
H -4.34 3.19 1.88
H -2.19 2.56 3.49
H 1.74 1.98 2.07
H -0.50 1.64 4.51
H 0.60 3.24 4.13
H 1.55 0.27 5.33
H 2.79 1.75 4.89
H 1.46 1.93 6.22
H 1.37 2.54 -1.07
H 0.31 1.29 -2.01
H 2.61 -0.66 -1.96
H 0.72 -0.85 -1.92
H 0.74 -2.44 -0.13
H 2.42 -1.82 0.71
H 2.39 -2.84 -0.98
H -1.98 2.28 -2.01
C 4.09 -5.83 -2.23
C 3.82 -4.79 -3.30
O 4.01 -3.49 -2.77
H 3.42 -5.68 -1.38
H 3.94 -6.84 -2.63
H 5.11 -5.75 -1.85
H 2.79 -4.86 -3.66
H 4.50 -4.92 -4.15
H 4.93 -3.43 -2.46
*
```

Kohn-Sham gap: 0.2670 Ha
DFT total energy: -35587.92300 eV
HOMO level: -0.443 Eh
LUMO level: -4.794 eV

---

3.
ORCA calculation (ωB97M-V with the def2-TZVPD basis set) on a molecular structure, C15H28CoN3SSeSi2.

The geometry in ORCA input format:
```
! wB97M-V def2-TZVPD RIJCOSX def2/J DEFGRID3
* xyz 0 5
Co -5.12 -12.01 5.79
C -5.39 -15.11 7.72
Si -5.86 -13.63 8.67
C -4.80 -13.54 10.18
C -7.69 -13.67 9.15
N -5.66 -12.15 7.76
C -5.75 -10.92 8.25
C -6.32 -10.58 9.54
C -6.29 -9.25 9.99
C -5.85 -8.20 9.24
C -5.43 -8.45 7.94
C -5.40 -9.79 7.41
N -5.16 -10.05 6.08
Si -4.65 -8.84 4.91
C -2.99 -8.04 5.22
C -4.37 -9.88 3.35
C -6.06 -7.71 4.53
H -4.72 -15.69 8.42
H -4.81 -14.95 6.78
H -6.33 -15.70 7.54
H -4.82 -14.32 10.95
H -5.03 -12.62 10.74
H -3.72 -13.48 9.90
H -8.25 -14.37 8.63
H -8.17 -12.67 9.12
H -7.66 -13.98 10.22
H -6.74 -11.25 10.20
H -6.65 -9.16 10.94
H -5.76 -7.21 9.68
H -5.11 -7.68 7.23
H -2.18 -8.77 5.22
H -2.96 -7.61 6.24
H -2.81 -7.35 4.42
H -3.34 -10.27 3.34
H -4.51 -9.35 2.40
H -5.14 -10.63 3.44
H -6.50 -7.28 5.43
H -6.86 -8.36 4.18
H -5.83 -6.91 3.77
C -8.41 -12.07 5.23
S -6.96 -12.57 4.33
C -6.96 -14.37 4.38
H -8.66 -12.84 5.96
H -9.22 -11.97 4.55
H -8.21 -11.11 5.68
H -7.48 -14.82 3.50
H -7.29 -14.93 5.23
H -5.92 -14.60 4.30
Se -3.06 -13.20 5.24
C -2.42 -12.94 7.06
N -2.10 -12.83 8.18
*
```

Kohn-Sham gap (spin up / spin down): 0.2794 / 0.2316 Ha
DFT total energy: -150045.57471 eV
HOMO level (spin up / spin down): -0.271 / -0.297 Eh
LUMO level (spin up / spin down): 0.237 / -1.782 eV
⟨S²⟩: 6.028
ΔE to the lowest compared entry with this formula, charge and spin: 0.0 kcal per mole